# 1
133
Properties=species:S:1:pos:R:3:forces:R:3:mulliken_charge:R:1 method="wB97M-V/def2-TZVPD" lumo_energy_ev=0.30 energy_ev=-63498.6361 smiles=COC[C@H](C)N.COC[C@H](C)N.COC[C@H](C)N.COC[C@H](C)N.COC[C@H](C)N.CC(C)O.CO.CO.CO.CO.CO.CO gap_ev=9.156
C -17.902 -4.570 -1.238 0.69 0.27 0.24 -1.100
C -16.812 -5.539 -0.782 -0.54 -0.57 0.04 0.300
C -16.752 -5.679 0.735 0.42 1.46 0.12 -1.052
O -17.020 -6.822 -1.338 0.23 -0.31 -0.56 -0.619
H -18.008 -4.559 -2.323 -0.18 -0.42 0.05 0.312
H -17.541 -3.570 -1.007 -0.35 0.29 0.35 0.380
H -18.838 -4.782 -0.718 -0.14 0.14 -0.20 0.169
H -15.876 -5.134 -1.172 0.20 -0.42 0.03 0.350
H -16.428 -4.707 1.127 -0.29 0.04 0.21 0.363
H -15.997 -6.362 1.118 -0.18 -0.40 -0.38 0.311
H -17.742 -5.890 1.142 0.05 -0.19 0.05 0.154
H -17.919 -7.121 -1.107 0.28 0.29 -0.01 0.509
C -23.009 0.110 8.506 -0.05 -0.66 0.32 -1.571
C -22.050 0.294 7.356 0.36 0.19 -0.09 0.256
C -22.469 -0.423 6.060 0.66 -0.49 -0.13 -0.118
O -22.608 -1.840 6.164 0.08 0.17 0.67 -0.471
C -22.931 -2.433 4.932 -0.06 0.58 -0.31 0.093
N -21.960 1.733 7.117 -0.11 -0.33 -0.25 -0.626
H -23.076 -0.913 8.881 0.02 -0.10 -0.28 0.325
H -24.009 0.406 8.178 -0.05 0.12 0.16 0.308
H -22.686 0.719 9.350 -0.12 0.20 -0.11 0.423
H -21.017 0.057 7.621 -0.19 -0.70 0.13 0.468
H -21.701 -0.258 5.295 0.12 0.33 -0.02 0.257
H -23.383 0.052 5.681 -0.34 -0.14 0.08 0.061
H -22.193 -2.220 4.150 0.11 0.22 0.05 0.263
H -23.886 -2.010 4.601 -0.12 -0.30 -0.25 -0.296
H -22.980 -3.516 5.011 -0.18 0.00 0.41 0.339
H -21.209 1.895 6.449 -0.33 0.51 -0.10 0.272
H -22.864 2.019 6.755 0.24 0.46 -0.25 0.246
C -27.630 -0.603 4.349 0.42 0.24 0.05 -1.468
C -26.758 -1.293 3.306 0.27 -0.38 -0.06 1.931
C -27.462 -2.557 2.827 -0.16 -0.70 -1.46 -0.552
O -27.847 -3.536 3.763 0.01 -0.05 0.92 -0.415
C -26.898 -3.982 4.710 -0.12 0.24 0.50 -0.518
N -26.438 -0.431 2.151 -0.94 -0.16 0.03 -0.519
H -27.500 -1.075 5.323 0.01 0.03 0.02 0.323
H -28.693 -0.652 4.114 0.04 0.04 -0.24 0.312
H -27.337 0.445 4.436 -0.06 0.03 0.11 0.459
H -25.804 -1.618 3.739 -0.12 0.02 0.45 -1.053
H -26.905 -3.077 2.035 0.59 0.26 0.08 0.152
H -28.399 -2.322 2.314 -0.04 0.46 0.20 0.290
H -27.397 -4.689 5.372 -0.17 -0.13 -0.25 0.315
H -26.568 -3.182 5.380 0.16 0.18 -0.17 0.213
H -26.012 -4.480 4.307 -0.01 0.09 -0.42 0.147
H -25.863 0.358 2.411 -0.08 -0.11 0.25 0.391
H -25.957 -0.946 1.424 -0.19 -0.05 0.08 -0.191
C -21.304 1.645 -1.901 0.07 0.18 0.02 -1.213
C -19.784 1.924 -1.905 -1.06 1.43 -0.34 0.481
C -19.098 1.792 -0.518 -0.79 -0.41 -1.75 -0.882
O -19.692 2.647 0.432 -0.17 0.05 0.41 -0.297
C -19.232 3.980 0.389 1.30 0.32 -0.43 -1.063
N -19.134 1.116 -2.925 1.03 -0.08 -0.30 -0.747
H -21.772 1.654 -2.889 0.65 -0.44 -0.35 0.486
H -21.874 2.476 -1.475 0.28 -0.20 0.82 0.280
H -21.526 0.689 -1.428 -0.20 0.06 0.09 0.082
H -19.740 2.986 -2.183 0.31 0.15 0.06 0.186
H -18.029 1.967 -0.659 0.11 0.18 0.30 0.477
H -19.246 0.738 -0.277 0.03 0.08 0.79 0.273
H -19.625 4.663 1.140 -0.85 -0.61 0.07 0.316
H -19.373 4.410 -0.605 -0.12 0.13 0.04 0.365
H -18.159 4.011 0.612 0.16 -0.18 -0.24 0.357
H -19.321 1.499 -3.848 -0.73 -0.18 0.05 0.282
H -18.130 1.291 -2.913 0.08 -0.29 0.53 0.267
C -24.980 -6.667 1.345 0.21 0.70 0.22 -1.350
C -25.045 -6.368 -0.147 1.04 -0.76 -0.33 0.289
C -25.201 -7.652 -1.024 -0.56 -0.09 0.28 -0.947
O -24.154 -8.609 -1.025 0.48 1.10 0.70 -0.321
C -23.142 -8.399 -2.011 0.04 -1.03 -0.18 -0.827
N -26.075 -5.389 -0.495 -0.03 -0.34 -0.31 -0.438
H -24.582 -5.780 1.847 0.08 0.00 -0.02 0.236
H -24.280 -7.477 1.545 -0.17 -0.14 -0.04 0.413
H -25.933 -6.834 1.851 -0.16 -0.38 -0.39 0.396
H -24.075 -5.928 -0.400 -0.03 0.13 -0.12 0.098
H -25.459 -7.425 -2.065 0.17 0.45 -0.07 0.466
H -26.102 -8.131 -0.629 0.11 -0.43 0.04 0.370
H -22.367 -9.145 -1.833 -0.38 -0.43 -0.08 0.251
H -22.511 -7.506 -2.051 -0.88 0.72 0.45 0.299
H -23.627 -8.586 -2.971 0.38 0.17 -0.30 0.405
H -26.067 -5.394 -1.514 -0.26 0.38 -0.05 0.266
H -26.981 -5.778 -0.244 -0.08 0.07 0.10 0.254
C -22.772 2.815 2.782 -0.59 1.38 -1.25 -1.809
C -22.412 1.358 2.672 -0.23 0.11 0.34 1.930
C -23.077 0.626 1.487 0.59 0.40 1.01 1.291
O -22.651 -0.725 1.530 -0.12 -0.08 0.38 -0.468
C -23.322 -1.529 0.579 0.48 0.26 -0.30 0.310
N -20.965 1.266 2.594 0.28 -0.11 0.01 -0.367
H -22.469 3.405 1.905 0.54 -0.33 -0.18 0.315
H -22.319 3.351 3.614 -0.10 -0.37 0.28 0.306
H -23.842 3.038 2.737 -0.16 -0.48 0.65 0.270
H -22.708 0.934 3.636 -0.20 -0.52 -0.25 -0.907
H -22.693 1.142 0.600 -0.29 -0.18 -0.37 -0.353
H -24.168 0.683 1.547 0.08 0.09 -0.18 -0.775
H -22.961 -2.558 0.618 0.16 0.10 0.31 0.200
H -23.073 -1.133 -0.408 -0.50 -0.15 -0.22 0.244
H -24.399 -1.543 0.762 0.11 0.05 -0.26 -0.494
H -20.603 1.918 1.893 -0.14 -0.26 0.18 0.329
H -20.745 0.337 2.261 0.28 -0.19 0.10 0.267
C -25.029 5.392 0.764 1.24 0.63 -1.02 -0.163
O -24.960 6.638 1.450 -0.61 -0.09 0.44 -0.534
H -24.367 5.527 -0.101 -0.06 -0.52 -0.15 0.302
H -24.565 4.634 1.389 -0.46 -0.11 0.09 -0.142
H -26.012 5.148 0.360 -0.14 -0.18 0.54 0.335
H -25.541 7.240 0.977 0.09 0.22 0.19 0.294
C -20.571 -7.436 0.251 0.04 -0.35 0.63 -0.805
O -19.470 -7.820 -0.577 -0.76 -0.08 0.00 -0.496
H -21.316 -8.225 0.376 0.01 -0.11 -0.40 0.358
H -20.223 -7.237 1.264 0.10 0.35 0.06 0.423
H -21.078 -6.559 -0.148 0.29 0.02 -0.18 0.189
H -19.235 -8.725 -0.354 0.05 0.01 -0.01 0.261
C -25.310 0.917 -1.689 -0.17 0.56 -1.05 -0.465
O -25.021 -0.423 -2.010 0.13 0.10 0.35 -0.505
H -26.329 1.178 -1.997 -0.17 -0.02 0.30 0.357
H -25.147 1.240 -0.658 0.05 -0.38 0.13 0.095
H -24.681 1.530 -2.338 0.19 0.02 0.17 0.233
H -25.555 -0.998 -1.448 0.00 -0.36 0.06 0.302
C -19.222 3.586 4.205 -0.88 -0.15 0.81 -0.418
O -19.758 2.489 4.952 0.22 -0.13 -0.46 -0.621
H -18.579 3.319 3.365 0.18 -0.31 0.17 0.146
H -20.054 4.175 3.808 0.08 0.26 -0.07 0.129
H -18.699 4.171 4.958 0.24 0.23 -0.34 0.353
H -20.234 1.916 4.319 0.18 0.03 -0.24 0.335
C -24.237 5.321 4.899 -0.69 -0.11 -0.67 -0.551
O -23.387 6.073 4.051 0.46 -0.27 0.19 -0.501
H -24.890 5.991 5.462 0.05 -0.15 0.29 0.346
H -24.872 4.662 4.297 -0.18 0.03 0.02 0.222
H -23.695 4.638 5.551 0.40 0.43 0.10 0.171
H -23.892 6.345 3.278 -0.11 0.12 -0.04 0.298
C -27.824 -2.366 -1.053 0.35 -0.83 0.63 -0.843
O -26.481 -2.467 -0.564 -0.16 0.31 0.03 -0.344
H -28.501 -2.880 -0.364 -0.10 -0.03 -0.01 0.300
H -28.140 -1.326 -1.067 0.25 0.05 -0.31 0.310
H -27.874 -2.873 -2.017 -0.30 0.39 -0.23 0.278
H -26.269 -3.416 -0.445 0.03 0.18 0.00 0.423


# 2
135
Properties=species:S:1:pos:R:3:forces:R:3:mulliken_charge:R:1 method="wB97M-V/def2-TZVPD" lumo_energy_ev=0.45 energy_ev=-67596.0103 smiles=COC[C@H](C)N.COC[C@H](C)N.COC[C@H](C)N.COC[C@H](C)N.COC[C@H](C)N.OCCO.OCCO.CO.CO.CO.CO.CO relative_energy_kcal_mol=0.0 gap_ev=9.594
C -4.827 -0.786 -3.346 0.31 -0.46 -0.22 -0.462
C -5.205 -1.417 -2.020 -0.15 0.54 0.43 0.437
O -6.344 -2.247 -2.203 0.02 -0.11 -0.10 -0.574
O -3.779 0.140 -3.193 -0.17 0.41 0.29 -0.515
H -5.684 -0.267 -3.773 -0.04 0.04 0.04 0.325
H -4.530 -1.579 -4.049 -0.14 0.00 0.04 0.195
H -5.431 -0.601 -1.315 -0.08 -0.10 -0.08 0.144
H -4.351 -1.950 -1.590 -0.02 -0.21 -0.21 -0.341
H -6.321 -2.981 -1.585 0.06 0.05 0.03 0.329
H -3.052 -0.328 -2.747 0.19 -0.22 -0.32 0.223
C 0.813 -0.637 0.147 -0.45 0.32 0.21 -0.891
C 0.129 0.701 0.058 -0.47 0.23 -0.34 1.480
O -1.205 0.583 -0.448 0.33 -0.13 0.26 0.950
O 0.242 -1.438 1.180 -0.05 -0.16 0.11 1.974
H 1.854 -0.428 0.403 0.10 -0.38 -0.06 0.654
H 0.727 -1.150 -0.813 0.33 -0.04 -0.03 0.056
H 0.689 1.341 -0.628 0.20 0.10 0.21 -0.953
H 0.096 1.162 1.053 0.14 0.07 -0.03 -0.640
H -1.757 1.160 0.111 -0.04 0.00 0.10 -0.584
H -0.507 -1.936 0.812 0.12 -0.10 -0.18 -0.815
C 2.709 -3.548 1.096 -0.57 -0.15 0.20 -0.464
O 3.543 -2.757 1.903 0.18 -0.03 -0.13 -0.653
H 1.852 -3.942 1.659 0.13 0.12 -0.03 0.232
H 2.302 -2.980 0.254 0.12 -0.16 -0.17 -0.068
H 3.254 -4.424 0.746 0.23 0.17 -0.12 0.465
H 3.048 -1.981 2.212 0.16 -0.02 0.30 0.275
C -1.063 -0.097 4.100 -0.24 -0.14 0.30 -0.599
O -0.230 -1.235 3.937 -0.14 0.30 -0.02 -0.525
H -1.168 0.459 3.165 0.04 0.10 0.03 -0.020
H -2.063 -0.386 4.448 0.03 -0.09 -0.16 0.370
H -0.663 0.557 4.880 0.15 0.05 -0.14 0.334
H -0.091 -1.322 2.979 0.27 -0.13 -0.09 0.117
C -2.771 -2.437 1.339 -0.01 -0.44 0.18 -0.619
O -2.005 -3.072 0.322 0.12 0.47 0.13 -0.323
H -3.843 -2.603 1.199 -0.02 0.09 -0.04 0.391
H -2.489 -2.819 2.327 -0.04 0.10 0.01 0.241
H -2.556 -1.369 1.318 -0.06 0.04 -0.11 -0.086
H -2.004 -4.055 0.447 -0.18 0.02 -0.15 -0.011
C 1.887 4.267 1.902 0.44 1.01 -0.29 -0.199
O 1.694 3.952 0.531 -0.10 -0.27 -0.09 -0.331
H 1.390 5.212 2.151 -0.33 -0.28 0.18 0.471
H 1.511 3.443 2.494 -0.08 -0.04 0.05 -0.450
H 2.945 4.452 2.120 0.02 -0.42 0.07 0.253
H 1.881 4.729 -0.003 0.16 0.09 0.16 0.172
C 3.678 1.861 -1.274 -0.21 0.27 -0.37 0.192
O 4.724 2.051 -0.349 0.01 -0.05 0.05 -0.571
H 4.114 1.607 -2.241 0.11 -0.06 0.08 0.363
H 2.983 1.061 -1.001 0.10 -0.07 0.11 -0.252
H 3.089 2.774 -1.424 0.00 -0.05 0.08 0.123
H 4.364 2.196 0.538 0.01 -0.06 -0.06 0.237
C -1.117 2.346 -3.618 0.30 -0.17 0.08 -1.717
C 0.125 2.922 -2.951 -0.45 -0.42 0.34 2.491
C 1.007 3.602 -3.968 0.09 0.85 0.18 -1.264
O 1.607 2.616 -4.756 0.03 -0.39 -0.22 -0.105
C 1.988 3.061 -6.030 0.45 0.10 -0.05 -0.940
N -0.293 3.847 -1.882 0.37 -0.07 -0.30 -0.413
H -0.847 1.627 -4.392 0.03 0.07 -0.04 0.309
H -1.686 3.159 -4.071 -0.16 -0.07 0.04 0.405
H -1.722 1.806 -2.888 -0.14 0.12 -0.03 0.208
H 0.701 2.105 -2.494 0.08 -0.12 -0.35 -0.873
H 1.775 4.237 -3.493 -0.02 -0.16 0.09 0.387
H 0.403 4.292 -4.579 -0.05 -0.15 -0.01 0.425
H 2.349 2.201 -6.594 -0.20 -0.07 -0.01 0.218
H 2.831 3.766 -5.983 -0.18 0.11 0.07 0.327
H 1.147 3.534 -6.548 0.04 -0.03 -0.08 0.379
H -0.929 3.317 -1.291 -0.01 0.06 0.04 -0.193
H 0.527 3.989 -1.300 -0.25 0.10 0.11 0.239
C 0.407 -5.894 0.294 0.43 0.65 -0.47 -1.365
C -0.649 -5.986 1.368 -0.64 -1.10 -0.72 0.245
C -0.506 -5.018 2.513 -0.05 0.04 0.01 0.234
O 0.530 -5.452 3.352 0.08 -0.09 -0.27 -0.480
C 0.887 -4.471 4.292 0.46 0.34 0.38 -0.286
N -1.983 -5.788 0.718 0.49 0.13 0.40 -0.641
H 0.216 -6.589 -0.528 -0.05 -0.19 0.16 0.484
H 1.401 -6.094 0.691 -0.06 -0.08 0.06 0.328
H 0.439 -4.901 -0.172 -0.08 0.00 0.19 0.096
H -0.589 -7.024 1.725 -0.05 0.22 0.49 0.379
H -1.458 -4.981 3.068 0.05 0.10 0.05 0.624
H -0.297 -4.016 2.113 -0.04 0.01 0.12 -0.526
H 0.064 -4.254 4.981 0.00 0.04 -0.05 0.333
H 1.218 -3.535 3.822 -0.25 -0.07 -0.10 -0.109
H 1.746 -4.838 4.855 -0.15 -0.18 0.02 0.296
H -2.730 -5.952 1.384 0.04 -0.13 0.02 0.239
H -2.070 -6.488 -0.010 -0.16 0.14 -0.12 0.268
C -1.787 -3.820 -3.443 0.11 0.18 0.14 -1.780
C -0.840 -2.732 -2.907 -1.06 -0.88 -0.38 1.814
C -0.035 -2.172 -4.040 0.95 0.55 0.04 -1.303
O 1.041 -1.425 -3.481 -0.09 0.01 0.23 -0.145
C 1.767 -0.709 -4.449 -0.38 0.05 -0.50 -0.698
N -1.665 -1.694 -2.291 0.44 0.02 0.39 0.567
H -1.252 -4.662 -3.889 0.08 0.08 -0.03 0.470
H -2.448 -3.375 -4.190 -0.06 -0.10 0.00 0.336
H -2.396 -4.218 -2.628 -0.05 0.08 -0.02 0.313
H -0.173 -3.226 -2.186 0.20 0.24 -0.04 -0.508
H -0.619 -1.482 -4.666 -0.28 -0.26 0.02 0.372
H 0.385 -2.970 -4.668 -0.14 -0.04 -0.03 0.522
H 2.494 -0.087 -3.937 0.14 -0.07 -0.02 0.093
H 1.107 -0.051 -5.036 0.03 0.03 0.20 0.275
H 2.240 -1.385 -5.176 0.20 0.00 0.22 0.350
H -1.067 -0.919 -2.017 -0.09 0.06 -0.06 -0.332
H -1.990 -2.077 -1.401 -0.03 0.14 -0.16 -0.260
C -1.920 3.621 2.936 0.28 0.46 0.01 -1.115
C -2.993 3.497 1.877 -0.57 -1.27 0.41 0.348
C -2.950 4.576 0.828 0.26 0.31 0.10 -0.737
O -3.987 4.350 -0.098 0.12 -0.13 -0.07 -0.386
C -3.743 4.946 -1.358 -0.18 0.31 -0.26 -0.465
N -2.909 2.161 1.213 -0.09 0.47 -0.54 -0.496
H -2.162 3.044 3.828 0.01 -0.16 -0.07 0.310
H -1.814 4.663 3.259 0.00 -0.05 -0.01 0.465
H -0.958 3.286 2.544 -0.02 0.00 0.00 -0.080
H -3.969 3.528 2.379 0.01 0.39 -0.11 0.298
H -1.967 4.589 0.333 -0.07 -0.08 -0.04 0.164
H -3.078 5.549 1.324 0.02 0.00 -0.09 0.483
H -2.876 4.515 -1.865 0.02 0.00 0.13 0.095
H -3.593 6.029 -1.264 0.06 -0.06 0.07 0.317
H -4.628 4.791 -1.973 0.00 -0.10 0.07 0.279
H -3.476 1.478 1.702 0.10 0.04 0.19 0.240
H -3.391 2.290 0.321 -0.11 -0.10 0.09 0.184
C 2.527 1.710 4.464 0.50 -0.21 0.32 -1.606
C 3.122 0.795 3.378 -0.78 0.45 0.44 2.027
C 4.598 1.055 3.226 0.18 -0.25 -0.35 -1.025
O 4.823 2.235 2.481 -0.28 0.12 0.31 -0.171
C 6.197 2.529 2.396 0.45 0.08 -0.27 -0.978
N 2.938 -0.625 3.715 -0.03 0.27 -0.09 -0.373
H 3.149 1.565 5.357 -0.22 0.07 0.09 0.435
H 1.505 1.438 4.728 -0.07 -0.06 -0.16 0.173
H 2.555 2.774 4.235 0.09 -0.04 -0.20 0.400
H 2.624 1.030 2.428 0.07 -0.27 -0.05 -1.082
H 5.068 0.212 2.701 0.00 -0.02 0.07 0.470
H 5.034 1.133 4.233 0.17 0.06 -0.07 0.382
H 6.759 1.651 2.059 -0.01 0.02 0.06 0.374
H 6.604 2.877 3.352 -0.10 -0.09 0.06 0.328
H 6.338 3.311 1.652 -0.13 0.01 0.02 0.265
H 2.061 -0.764 4.211 -0.08 -0.03 -0.17 0.101
H 3.677 -0.919 4.348 -0.01 -0.08 -0.06 0.230


# 3
6
Properties=species:S:1:pos:R:3:forces:R:3:mulliken_charge:R:1 method="wB97M-V/def2-TZVPD" lumo_energy_ev=-2.74 energy_ev=-146361.2390 relative_energy_kcal_mol=87.4 gap_ev=6.404
C 2.485 0.058 -1.007 1.59 -0.02 -0.58 -0.497
C -0.777 0.005 0.519 1.77 -1.18 -0.65 0.468
N 1.396 0.077 -0.619 -3.15 -0.07 1.59 -0.197
F -0.350 -0.042 1.769 -1.04 0.45 -2.54 -0.067
Br -1.356 -1.611 -0.308 0.54 0.92 1.12 0.123
Br -1.398 1.513 -0.354 0.30 -0.08 1.06 0.169


# 4
6
Properties=species:S:1:pos:R:3:forces:R:3:mulliken_charge:R:1 method="wB97M-V/def2-TZVPD" lumo_energy_ev=-0.35 energy_ev=-158358.8711 relative_energy_kcal_mol=3.6 gap_ev=8.805
C 0.309 0.318 0.507 -0.32 -1.37 0.27 -0.075
C -0.318 -0.312 -0.511 0.67 1.29 0.15 -0.052
Br -0.227 2.008 1.189 0.40 -0.57 -0.18 -0.070
Br 0.210 -1.987 -1.198 -0.24 0.24 0.15 -0.064
I 1.698 -0.804 1.702 -0.49 0.79 -0.39 0.118
I -1.671 0.776 -1.689 -0.01 -0.39 0.00 0.142


# 5
6
Properties=species:S:1:pos:R:3:forces:R:3:mulliken_charge:R:1 method="wB97M-V/def2-TZVPD" lumo_energy_ev="-1.77 / -1.22" energy_ev=-146250.4068 relative_energy_kcal_mol=65.7 gap_ev="6.970 / 7.990"
C 1.573 -0.163 -0.278 -0.36 0.08 -0.50 0.293
C -1.658 0.278 0.151 0.06 -1.60 -0.67 0.325
O 2.517 -0.129 0.356 1.46 0.69 0.98 -0.236
O -2.421 0.020 0.960 -0.67 0.32 0.88 -0.257
Br 0.721 -1.834 -0.741 -0.79 -1.04 -0.50 -0.073
Br -0.731 1.828 -0.447 0.30 1.54 -0.18 -0.051


# 6
6
Properties=species:S:1:pos:R:3:forces:R:3:mulliken_charge:R:1 method="wB97M-V/def2-TZVPD" lumo_energy_ev=-0.30 energy_ev=-146253.2158 relative_energy_kcal_mol=0.9 gap_ev=10.575
C -1.180 0.095 0.279 0.22 -1.49 -0.25 0.420
C 2.801 0.467 -0.826 0.67 1.67 -1.80 0.063
O -0.185 0.634 0.534 0.52 0.97 0.32 -0.291
O 2.508 -0.255 -0.043 -0.59 -1.70 1.78 -0.060
Br -2.821 0.933 -0.093 -0.32 -0.05 -0.03 -0.029
Br -1.123 -1.875 0.148 -0.50 0.60 -0.02 -0.102


Repeat the third record exactly.
6
Properties=species:S:1:pos:R:3:forces:R:3:mulliken_charge:R:1 method="wB97M-V/def2-TZVPD" lumo_energy_ev=-2.74 energy_ev=-146361.2390 relative_energy_kcal_mol=87.4 gap_ev=6.404
C 2.485 0.058 -1.007 1.59 -0.02 -0.58 -0.497
C -0.777 0.005 0.519 1.77 -1.18 -0.65 0.468
N 1.396 0.077 -0.619 -3.15 -0.07 1.59 -0.197
F -0.350 -0.042 1.769 -1.04 0.45 -2.54 -0.067
Br -1.356 -1.611 -0.308 0.54 0.92 1.12 0.123
Br -1.398 1.513 -0.354 0.30 -0.08 1.06 0.169